Entry 1:
# C5H8Cl2

C5H8Cl2 in the gas phase at a distorted geometry (wB97M-V/def2-TZVPD, the Open Molecules 2025 dataset).

Its energy above the lowest of the compared OMol25 structures with the same formula, charge and spin is 0.8654 eV. As for the SMILES: CC1(C(Cl)Cl)CC1. The multiplicity is 1. Its LUMO energy is 0.032 Ha.

Last column: Löwdin charge in e.
Element x y z (Å)
C (-0.638, -1.820, 0.292)  -0.05
C (0.264, -0.630, 0.672)  -0.63
C (0.077, 0.584, -0.161)  -1.12
Cl (-1.493, 1.317, -0.043)  0.63
Cl (0.554, 0.299, -1.837)  0.61
C (0.670, -0.486, 2.125)  -0.07
C (1.675, -0.923, 1.084)  -0.10
H (-0.369, -2.150, -0.727)  0.07
H (-1.690, -1.520, 0.265)  0.06
H (-0.534, -2.617, 1.029)  0.08
H (0.808, 1.324, 0.241)  0.08
H (0.722, 0.541, 2.475)  0.10
H (0.230, -1.192, 2.834)  0.11
H (2.518, -0.262, 0.736)  0.13
H (2.002, -1.929, 1.047)  0.09

Entry 2:
# C5H8Cl2F2

A molecular structure, C5H8Cl2F2 at a distorted geometry (wB97M-V/def2-TZVPD, the Open Molecules 2025 dataset).

Its energy above the lowest of the compared OMol25 structures with the same formula, charge and spin is 0.0000 eV. The multiplicity is 1. Its LUMO energy is 0.033 Ha.

Last column: Löwdin charge in e.
Element x y z (Å)
C (0.585, -1.334, -2.637)  -0.07
C (0.992, -0.845, -1.267)  -0.36
C (0.682, -1.655, -0.034)  -0.12
C (-0.055, -0.383, -0.306)  -0.61
C (-1.270, 2.455, 2.639)  -0.89
H (1.327, -2.033, -3.034)  0.08
H (0.483, -0.500, -3.341)  0.08
H (-0.375, -1.861, -2.595)  0.08
H (1.926, -0.289, -1.228)  0.13
H (1.407, -1.650, 0.775)  0.10
H (0.130, -2.586, -0.146)  0.11
H (-1.096, -0.434, -0.607)  0.11
H (-0.679, 1.834, 1.973)  -0.12
F (-2.346, 1.782, 3.065)  0.02
F (-1.680, 3.558, 2.002)  0.02
Cl (0.246, 1.026, 0.710)  0.79
Cl (-0.278, 2.915, 4.030)  0.65

Entry 3:
# C5H8Cl2Si

C5H8Cl2Si in the gas phase at a distorted geometry (wB97M-V/def2-TZVPD, the Open Molecules 2025 dataset).

Its energy above the lowest of the compared OMol25 structures with the same formula, charge and spin is 2.1577 eV. As for the SMILES: ClC1=CCCC[Si@@H]1Cl. The multiplicity is 1. Its LUMO energy is 0.028 Ha.

Last column: Löwdin charge in e.
Element x y z (Å)
Cl (-3.129, -1.399, 0.586)  0.47
C (-1.531, -0.615, 0.099)  -0.71
C (-0.925, -1.052, -0.981)  -0.19
C (0.452, -0.479, -1.349)  -0.20
C (1.463, 0.087, -0.293)  -0.29
C (0.830, 1.086, 0.590)  -0.35
Si (-0.790, 0.539, 1.458)  0.10
Cl (-0.490, -0.275, 3.173)  0.44
H (-1.465, -1.862, -1.591)  0.13
H (0.876, -1.154, -2.119)  0.11
H (0.188, 0.460, -1.831)  0.10
H (1.591, -0.831, 0.336)  0.12
H (2.366, 0.530, -0.677)  0.11
H (1.645, 1.473, 1.385)  0.13
H (0.678, 1.887, -0.104)  0.06
H (-1.758, 1.605, 1.317)  -0.02

Entry 4:
# C5H8Cl2Si

C5H8Cl2Si in the gas phase at a distorted geometry (wB97M-V/def2-TZVPD, the Open Molecules 2025 dataset).

Its energy above the lowest of the compared OMol25 structures with the same formula, charge and spin is 1.6776 eV. As for the SMILES: C=CCCC=[Si](Cl)Cl. The multiplicity is 1. Its LUMO energy is 0.011 Ha.

Last column: Löwdin charge in e.
Element x y z (Å)
C (1.529, -1.434, 0.918)  0.00
C (1.556, -0.439, 0.046)  -0.21
C (1.062, 0.953, 0.283)  -0.23
C (-0.187, 1.276, -0.566)  -0.31
C (-1.425, 0.689, 0.050)  -0.34
Si (-2.322, -0.664, -0.602)  -0.17
Cl (-2.000, -1.676, -2.295)  0.32
Cl (-3.856, -1.527, 0.376)  0.29
H (1.134, -1.291, 1.912)  0.06
H (1.929, -2.406, 0.687)  0.05
H (1.965, -0.599, -0.946)  0.10
H (1.853, 1.657, 0.006)  0.11
H (0.824, 1.100, 1.337)  0.11
H (-0.298, 2.360, -0.631)  0.10
H (-0.046, 0.892, -1.577)  0.09
H (-1.718, 1.108, 1.003)  0.04

Entry 5:
# C5H8ClF4NO4S2Si2

A molecular structure, C5H8ClF4NO4S2Si2 at a distorted geometry (wB97M-V/def2-TZVPD, the Open Molecules 2025 dataset).

The multiplicity is 1. Its LUMO energy is -0.049 Ha.

Last column: Löwdin charge in e.
Element x y z (Å)
C (2.991, 0.582, 1.987)  -0.13
C (2.454, 0.913, 0.474)  -0.26
C (2.358, -0.378, -0.531)  -0.36
F (2.430, -1.700, 0.130)  -0.15
Si (0.817, -0.108, -1.658)  0.29
Cl (1.536, -0.081, -3.718)  0.23
O (-0.397, -1.375, -1.571)  -0.38
Si (-1.419, -1.232, -0.149)  0.13
S (-0.377, -1.238, 1.741)  0.59
N (-2.481, -2.729, -0.149)  0.02
C (-2.489, -3.284, 1.115)  -0.19
O (-2.556, -3.972, 2.258)  0.03
S (-2.762, 0.458, -0.146)  0.74
O (-2.529, 1.244, 1.203)  -0.39
O (-4.234, -0.092, -0.060)  -0.36
C (-2.679, 1.542, -1.671)  -0.30
F (-2.412, 0.769, -2.932)  0.00
F (-4.060, 2.125, -1.856)  0.00
F (-1.772, 2.733, -1.527)  -0.01
H (3.811, 1.413, 2.239)  0.09
H (2.106, 0.797, 2.757)  0.07
H (3.456, -0.481, 2.133)  0.09
H (1.364, 1.383, 0.601)  0.08
H (3.084, 1.740, -0.094)  0.13
H (3.312, -0.314, -1.245)  0.13
H (0.318, 1.241, -1.404)  0.00
H (0.131, 0.046, 2.072)  -0.11

Entry 6:
# C5H8ClN

3 unconnected molecules or ions with the total composition C5H8ClN at a distorted geometry (wB97M-V/def2-TZVPD, the Open Molecules 2025 dataset).

Its energy above the lowest of the compared OMol25 structures with the same formula, charge and spin is 2.4433 eV. As for the SMILES: C=C=C.CC#N.Cl. The multiplicity is 1. Its LUMO energy is 0.022 Ha.

Last column: Löwdin charge in e.
Element x y z (Å)
C (0.162, 2.290, -0.727)  0.03
C (-0.700, 1.689, -0.060)  -0.21
C (-1.604, 1.063, 0.597)  -0.03
H (0.263, 3.300, -0.563)  0.06
H (0.697, 1.750, -1.392)  0.04
H (-2.680, 0.924, 0.310)  0.08
H (-1.516, 0.708, 1.592)  0.05
C (-0.050, -2.062, -0.011)  -0.05
C (1.222, -1.404, 0.154)  -0.23
N (2.196, -0.790, 0.249)  0.14
H (-0.040, -2.842, 0.757)  0.09
H (-0.883, -1.533, 0.276)  0.03
H (-0.047, -2.525, -1.008)  0.10
Cl (4.875, 0.697, 0.064)  0.28
H (3.767, 0.325, 0.448)  -0.39

Entry 7:
# C5H8ClN

C5H8ClN in the gas phase at a distorted geometry (wB97M-V/def2-TZVPD, the Open Molecules 2025 dataset).

Its energy above the lowest of the compared OMol25 structures with the same formula, charge and spin is 2.1664 eV. As for the SMILES: C=C(Cl)/C(C)=N/C. The multiplicity is 1. Its LUMO energy is 0.023 Ha.

Last column: Löwdin charge in e.
Element x y z (Å)
C (1.844, -1.259, -1.114)  0.00
C (0.530, -1.087, -0.969)  -0.65
Cl (-0.548, -1.811, -2.178)  0.63
C (-0.123, -0.203, 0.018)  -0.36
C (0.834, 0.598, 0.985)  0.03
N (-1.323, 0.049, -0.283)  -0.02
C (-2.061, 0.994, 0.475)  -0.12
H (2.278, -1.767, -2.034)  0.09
H (2.549, -1.053, -0.432)  0.01
H (1.228, 1.206, 0.317)  0.04
H (1.405, -0.219, 1.374)  0.08
H (0.190, 0.956, 1.741)  0.05
H (-2.053, 1.956, 0.040)  0.08
H (-1.668, 1.186, 1.394)  0.02
H (-3.082, 0.454, 0.666)  0.13

Entry 8:
# C5H8ClN

A molecular structure, C5H8ClN at a distorted geometry (wB97M-V/def2-TZVPD, the Open Molecules 2025 dataset).

Its energy above the lowest of the compared OMol25 structures with the same formula, charge and spin is 4.3289 eV. The multiplicity is 1. Its LUMO energy is 0.020 Ha.

Last column: Löwdin charge in e.
Element x y z (Å)
C (-0.780, -1.789, -0.124)  -0.33
C (-0.225, -0.473, 0.543)  -0.14
C (0.348, 0.354, -0.297)  -0.15
C (1.059, 1.623, 0.145)  -0.20
C (0.989, 2.361, 1.206)  -0.54
H (-0.497, -2.123, -2.043)  0.09
H (-1.283, -0.327, -1.800)  0.19
H (-1.584, -2.157, 0.666)  0.11
H (0.191, -2.707, -0.238)  0.17
H (-0.275, -0.630, 1.630)  0.10
H (0.179, 0.186, -1.330)  0.05
H (1.815, 1.915, -0.691)  0.13
H (1.621, 3.262, 1.312)  0.07
N (-1.384, -1.656, -1.519)  -0.11
Cl (-0.176, 2.161, 2.539)  0.56

In eV, the HOMO-LUMO gap values for the records above are, in order, 11.34; 11.12; 10.19; 8.39; 9.62; 10.75; 9.95; 9.59.